{"formula": "C7H11OP", "method": "ωB97M-V/def2-TZVPD", "de_lowest_kj_mol": 173.60, "s_squared": 2.033, "gap_ev": [6.49, 8.33], "spin_multiplicity": 3, "species": ["C", "C", "C", "C", "C", "C", "C", "O", "P", "H", "H", "H", "H", "H", "H", "H", "H", "H", "H", "H"], "coordinates": [[0.44872, -0.14672, -1.10048], [1.13077, 0.33202, -0.04637], [-0.47404, 0.04412, 1.63409], [-0.53566, -1.28045, -1.14443], [0.93041, -0.30837, 1.35795], [-1.77753, -1.01400, -0.45799], [2.01504, 1.47940, -0.14618], [-2.53055, 0.07786, -0.71398], [-1.62619, 0.95167, 2.49474], [0.65135, 0.30437, -2.07020], [-0.81079, -1.46658, -2.23664], [0.06219, -2.19899, -0.89980], [1.22429, -1.39653, 1.33420], [1.67630, -0.11531, 2.20021], [-2.51829, -1.77992, -0.26738], [2.92723, 1.02116, 0.21245], [1.88612, 2.35096, 0.43982], [2.07673, 1.84046, -1.17255], [-2.06757, 0.85963, -0.99847], [-2.68854, 0.44521, 1.58101]], "mulliken_spin": [0.0414, 0.0400, 0.8639, -0.0131, -0.0345, 0.7433, 0.0041, 0.1244, -0.0687, 0.0010, 0.0809, 0.0057, 0.0366, 0.0632, 0.0249, -0.0008, -0.0015, -0.0002, 0.0005, 0.0890]}


{"formula": "C7H11P", "method": "ωB97M-V/def2-TZVPD", "de_lowest_kj_mol": 213.68, "gap_ev": 8.90, "species": ["C", "C", "C", "P", "C", "C", "C", "C", "H", "H", "H", "H", "H", "H", "H", "H", "H", "H", "H"], "coordinates": [[-0.82128, -0.99163, -1.40411], [-1.38190, 0.05569, -0.36992], [-2.62341, -0.11378, 0.08072], [-4.18529, 0.18121, 0.57089], [-0.41562, 1.12562, -0.11835], [0.79996, 1.22378, -1.04194], [1.11398, 0.92690, 0.35754], [1.57784, -0.39986, 0.86618], [-0.90561, -0.55026, -2.33843], [-1.28026, -1.92544, -1.24732], [0.22409, -1.07037, -1.18096], [-4.23383, -0.56888, 1.76074], [-0.74984, 2.10128, 0.09176], [0.91040, 0.58696, -1.84893], [1.23063, 2.31455, -1.26774], [1.51851, 1.69871, 1.09972], [1.00956, -1.29511, 0.51596], [1.39063, -0.24858, 1.90071], [2.67722, -0.45874, 0.72687]], "nbo_charge": [-0.6093, -0.0665, -0.3412, 0.3727, -0.2644, -0.4173, -0.1812, -0.6230, 0.2153, 0.2230, 0.2058, -0.0418, 0.2299, 0.2193, 0.2148, 0.2238, 0.2119, 0.2148, 0.2132]}


{"formula": "C7H12", "method": "ωB97M-V/def2-TZVPD", "de_lowest_kj_mol": 241.71, "gap_ev": 11.08, "species": ["C", "C", "C", "C", "C", "C", "C", "H", "H", "H", "H", "H", "H", "H", "H", "H", "H", "H", "H"], "coordinates": [[-1.91547, 0.05249, -0.08036], [-1.06864, 1.24482, -0.08026], [0.25841, 0.56512, 0.40368], [1.76311, 0.81654, -0.08017], [1.85929, -0.75812, 0.01388], [0.31912, -0.73864, -0.33197], [-1.11642, -1.29344, 0.11655], [-2.71982, 0.20584, 0.76156], [-2.46794, -0.11746, -1.01032], [-1.47177, 2.06406, 0.58604], [-0.77160, 1.72337, -1.09211], [0.21157, 0.42756, 1.55031], [2.38653, 1.38666, 0.63156], [1.72226, 1.33691, -1.07047], [2.55848, -1.15710, -0.61397], [2.21964, -1.08251, 1.00187], [0.21182, -0.49854, -1.38978], [-1.46956, -2.24162, -0.37866], [-1.00601, -1.37981, 1.25581]], "nbo_charge": [-0.4219, -0.4259, -0.1829, -0.4036, -0.3857, -0.2381, -0.3946, 0.2097, 0.2121, 0.2150, 0.2002, 0.1950, 0.2027, 0.2050, 0.2008, 0.2102, 0.1876, 0.2193, 0.1953]}


{"formula": "C7H12", "method": "ωB97M-V/def2-TZVPD", "de_lowest_kj_mol": 368.87, "gap_ev": 9.26, "species": ["C", "C", "C", "C", "C", "C", "C", "H", "H", "H", "H", "H", "H", "H", "H", "H", "H", "H", "H"], "coordinates": [[-2.78407, 0.86861, 0.35311], [-1.89472, 0.09147, -0.61589], [-0.44944, -0.03898, -0.12863], [0.42533, -0.84476, -1.11142], [1.84144, -0.96514, -0.73000], [2.66317, -0.67086, 0.12125], [3.43074, 0.03728, 1.08054], [-2.82806, 0.37439, 1.33096], [-2.40143, 1.88411, 0.50977], [-3.80989, 0.95268, -0.02207], [-2.31559, -0.91099, -0.77609], [-1.90019, 0.58670, -1.59691], [-0.44419, -0.52167, 0.86061], [-0.02000, 0.96403, 0.01381], [-0.00027, -1.84286, -1.25190], [0.39124, -0.36617, -2.09590], [2.23065, -0.15032, 1.39476], [3.96133, 0.94730, 0.71035], [3.90392, -0.39484, 1.95365]], "nbo_charge": [-0.6018, -0.3921, -0.3878, -0.4585, -0.0448, -0.0988, -0.6632, 0.2014, 0.2016, 0.2102, 0.1948, 0.1950, 0.1931, 0.1965, 0.2229, 0.2222, 0.3306, 0.2428, 0.2359]}


{"formula": "C7H12", "method": "ωB97M-V/def2-TZVPD", "de_lowest_kj_mol": 502.86, "gap_ev": 8.38, "species": ["C", "C", "C", "C", "C", "C", "C", "H", "H", "H", "H", "H", "H", "H", "H", "H", "H", "H", "H"], "coordinates": [[-2.42917, -0.16091, 0.03703], [-1.11382, 0.48641, -0.06060], [-0.08352, 0.17935, 0.86256], [1.26635, 0.48055, 0.24482], [2.28724, -0.64928, 0.42157], [0.89754, 0.72559, -1.20098], [-0.42767, 0.70650, -1.37372], [-1.51892, -1.71110, 0.31014], [-2.87654, -0.21984, 1.02369], [-3.12388, -0.04180, -0.79310], [-1.93364, 1.32499, 0.22077], [-0.22914, 0.13690, 1.93826], [-0.72081, -1.56746, 0.58467], [1.70459, 1.40125, 0.67040], [1.89571, -1.57823, -0.00543], [2.49422, -0.82334, 1.48326], [3.23476, -0.40591, -0.07362], [1.63961, 0.87720, -1.98123], [-0.96292, 0.83914, -2.30847]], "nbo_charge": [-0.4481, -0.3464, -0.2319, -0.3036, -0.5878, -0.1549, -0.2006, -0.0082, 0.2126, 0.2166, 0.3479, 0.2179, 0.0097, 0.2195, 0.2142, 0.2096, 0.2052, 0.2134, 0.2150]}


{"formula": "C7H12", "method": "ωB97M-V/def2-TZVPD", "de_lowest_kj_mol": 232.76, "gap_ev": 10.69, "species": ["C", "C", "C", "C", "C", "C", "C", "H", "H", "H", "H", "H", "H", "H", "H", "H", "H", "H", "H"], "coordinates": [[-2.02832, -0.01091, -0.10759], [-0.80965, -0.85290, -0.19829], [0.29578, -0.61902, 0.95936], [0.48733, 0.98451, 0.85695], [0.66909, 1.18840, -0.63412], [0.63027, -0.28452, -1.16662], [1.34975, -1.12987, -0.00076], [-2.26559, 0.09017, 0.89752], [-2.01516, 1.06038, -0.48133], [-2.80634, -0.44672, -0.74046], [-1.02950, -1.97400, -0.07953], [0.26823, -0.75132, 2.05703], [-0.40807, 1.39398, 1.30326], [1.36809, 1.27656, 1.44736], [1.66436, 1.59187, -0.84171], [0.07690, 2.03726, -1.10448], [0.68008, -0.57974, -2.21177], [2.40344, -0.81661, 0.24599], [1.46931, -2.15753, -0.20078]], "nbo_charge": [-0.6559, -0.1953, -0.2354, -0.4116, -0.4533, -0.1651, -0.4167, 0.2116, 0.2125, 0.2168, 0.2180, 0.2150, 0.2031, 0.2051, 0.2123, 0.2205, 0.2190, 0.1847, 0.2147]}